DFT (ωB97M-V with the def2-TZVPD basis set) results for 11 unconnected molecules or ions with the total composition C6H35NO11 at a distorted geometry.

Output
HOMO level, eV: -9.35
Energy relative to the best compared isomer or geometry (same formula, charge and spin), eV: 5.2132
Structure (SMILES): CCN[C@@H](C)CCO.O.O.O.O.O.O.O.O.O.O
HOMO-LUMO gap, eV: 9.6

Structure (XYZ):
```
53
Properties=species:S:1:pos:R:3:forces:R:3
H 3.305 -0.065 -1.088 0.6 -1.7 -0.2
H -2.087 1.736 0.017 0.6 0.1 1.0
H -1.372 -1.077 3.817 2.9 1.5 0.7
O 4.149 0.168 0.565 0.1 -1.2 -0.4
H -2.519 -2.815 0.999 2.6 -2.1 -4.9
C -1.638 2.135 0.967 0.8 0.3 0.9
H 0.531 2.033 0.922 -1.8 -1.3 1.2
H 1.741 -1.650 -3.777 -0.5 -0.5 0.7
H 1.259 -1.098 -2.507 0.1 -0.2 0.4
H 4.231 1.076 0.814 -0.3 0.8 0.7
H 0.744 -0.865 3.046 0.5 0.1 -1.1
H 2.223 4.215 -0.014 -3.4 4.8 0.5
H -1.811 3.910 0.214 1.0 -0.2 0.9
H 0.167 2.747 -1.381 -0.3 0.0 0.4
H 1.943 -4.470 -0.013 -0.1 -1.1 -0.4
H 1.338 -1.391 1.418 0.5 -1.9 -0.5
H -0.123 1.738 2.579 -0.8 -0.3 -1.1
O 2.730 3.502 -0.078 3.4 -5.0 -0.5
H 3.593 -1.609 -1.382 2.2 -2.3 1.3
O 1.647 0.746 -4.442 -4.3 -1.6 -2.4
C -0.358 1.459 1.499 2.1 2.9 -0.2
H 0.839 1.346 -1.176 -0.9 0.9 -0.6
O 3.091 -0.887 -1.596 -2.6 4.3 -1.0
H 0.662 -0.776 -0.472 -2.6 0.8 0.3
O -1.128 3.462 0.779 -1.8 1.2 -1.8
H -1.664 -1.820 -0.505 0.8 -0.9 -0.1
H -2.383 2.202 1.777 -0.1 -0.4 -0.5
H -3.282 -0.557 2.560 -1.4 1.1 -1.3
N -0.259 -0.235 -0.221 4.6 -0.1 1.8
H -1.114 -0.495 1.742 1.4 0.6 -0.8
O 0.735 2.108 -1.809 1.0 -1.0 0.2
H 1.735 1.019 -3.556 0.0 0.8 1.8
H 3.520 -0.335 1.111 0.4 0.8 -0.1
H -1.438 -0.903 -3.093 0.3 0.2 1.3
C 1.041 -0.577 1.997 0.7 2.2 1.4
H -4.111 0.648 2.535 -0.8 1.2 0.4
H 2.023 0.076 2.106 -2.4 -0.7 -0.2
O 1.226 -1.932 -2.983 -0.1 0.0 -1.4
O -3.929 -0.056 1.936 1.8 -1.7 1.2
H -3.819 -2.094 1.443 1.2 -0.5 0.0
O 1.932 -3.579 -0.316 0.1 1.9 -0.3
H -2.942 -0.544 -2.346 -0.3 -0.5 0.5
H 0.580 0.561 -4.535 4.2 0.8 0.5
C -1.449 -0.775 -0.665 -4.9 0.2 -2.6
O -2.223 -1.406 3.897 -1.9 -1.1 -1.7
H -2.416 -0.371 -0.160 2.1 0.0 -0.1
C -1.876 -0.403 -2.186 0.2 -2.3 0.3
H -1.795 0.619 -2.299 0.7 2.4 -0.3
H -2.242 -1.793 2.959 -0.7 -0.4 1.6
O -2.946 -2.491 1.692 -3.9 2.0 4.3
H 1.769 -3.456 -1.272 0.0 -0.6 0.5
C -0.187 0.033 1.286 -1.5 -2.3 -0.4
H 2.356 2.988 -0.808 0.0 0.1 0.0
```
Positions in Å, forces in eV/Å.



DFT (ωB97M-V with the def2-TZVPD basis set) results for a molecular structure, C23H17FN5O6RuS at a distorted geometry.

Output
HOMO level (spin up / spin down), eV: -7.88 / -7.97
2S+1: 2
Energy relative to the best compared isomer or geometry (same formula, charge and spin), eV: 0.0000
HOMO-LUMO gap (spin up / spin down), eV: 7.2 / 7.0

Structure (XYZ):
```
54
Properties=species:S:1:pos:R:3:forces:R:3
H -1.498 -3.793 2.101 0.0 0.0 0.0
C -3.454 -3.073 2.625 0.0 0.0 0.0
H -1.019 -2.853 -4.223 0.0 0.0 0.0
N 0.154 -0.796 0.296 -0.3 -0.2 -0.6
H 3.635 0.648 3.028 0.0 0.1 0.0
C -2.124 -2.930 2.280 0.0 0.0 0.0
F 5.751 1.074 -5.041 0.0 0.0 0.0
C 1.119 2.119 1.702 0.8 -0.4 0.1
H 5.870 -0.336 -2.891 0.0 0.0 0.0
C 2.684 0.743 -2.325 -0.1 0.3 -0.1
Ru 1.250 0.693 -0.941 -1.4 -0.2 0.4
H -3.882 -4.064 2.735 0.0 0.0 0.0
O -1.914 3.086 -1.685 0.1 -0.1 -0.1
O -0.117 1.758 -1.972 -0.3 0.1 -0.3
C -0.911 2.529 -1.293 -0.1 0.2 0.0
C 0.515 2.823 2.707 -0.4 0.4 0.1
O 2.950 1.334 2.994 0.1 -0.2 0.0
H -1.846 -3.950 -2.123 0.0 0.0 0.0
O 0.742 -2.744 1.796 0.0 0.0 0.0
O 0.613 -0.416 2.643 0.0 -0.2 -0.1
N -0.976 -2.594 -0.856 0.1 0.1 -0.1
H 4.032 -0.530 -1.225 0.0 0.0 0.0
C -2.366 -0.534 2.371 0.0 -0.1 0.0
H 0.922 2.804 3.708 0.0 0.0 0.0
C -4.258 -1.951 2.837 -0.2 -0.1 0.0
H -6.188 -1.302 3.144 0.0 0.0 -0.1
H -2.045 4.014 0.794 0.0 0.0 0.0
C -0.231 -1.495 -0.809 0.1 0.1 0.2
C 4.738 0.963 -4.151 0.1 0.0 -0.1
H 0.388 -0.766 -3.943 0.1 0.0 0.0
C -3.696 -0.676 2.706 0.0 0.1 0.0
C 4.928 0.178 -3.032 0.0 0.0 0.1
C -1.579 -1.661 2.152 -0.3 0.0 0.2
C -1.236 -3.054 -2.076 0.0 0.0 0.0
H -1.930 0.454 2.281 0.0 0.0 0.0
H 1.579 2.010 -3.663 0.0 0.0 0.0
H -6.015 -2.993 3.096 0.0 0.0 -0.1
C -1.147 3.493 1.095 -0.2 -0.1 -0.5
C -0.013 -1.321 -3.104 0.1 0.3 -0.1
O 2.743 0.604 0.880 0.6 -0.4 -0.2
N 0.264 -0.858 -1.895 0.9 -0.5 -0.1
N 0.631 2.092 0.470 0.6 0.2 0.0
C -0.476 2.736 0.139 0.0 0.0 0.4
C 3.561 1.632 -4.399 -0.2 0.0 0.0
H 3.462 2.230 -5.297 0.0 0.0 0.0
C 2.521 1.508 -3.480 0.2 -0.1 -0.2
C 2.352 1.254 1.823 -0.8 0.6 0.1
H -1.159 4.106 3.143 0.0 0.0 0.0
C 3.892 0.078 -2.111 0.1 0.0 -0.1
N -5.580 -2.096 3.210 0.2 0.0 0.1
S 0.109 -1.457 1.764 0.1 0.2 0.4
H -4.311 0.200 2.879 0.0 0.0 0.0
C -0.649 3.533 2.379 0.4 -0.1 0.4
C -0.785 -2.453 -3.248 -0.1 -0.1 0.1
```
Positions in Å, forces in eV/Å.



DFT (ωB97M-V with the def2-TZVPD basis set) results for a molecular structure, C20H13CuF6N5O9S3 at a distorted geometry.

Output
HOMO level (spin up / spin down), eV: -7.69 / -7.69
2S+1: 2
Energy relative to the best compared isomer or geometry (same formula, charge and spin), eV: 0.6043
HOMO-LUMO gap (spin up / spin down), eV: 5.2 / 4.2

Structure (XYZ):
```
57
Properties=species:S:1:pos:R:3:forces:R:3
H 4.910 -2.419 2.259 0.0 0.0 0.0
C 1.575 -1.699 2.538 0.0 0.0 0.3
C -0.756 4.495 -2.100 0.2 -0.2 0.0
N 1.143 2.753 -2.683 -0.1 -0.2 -0.2
C 3.566 -2.208 0.554 0.2 0.0 0.0
H 0.682 -1.546 4.505 0.0 0.0 0.0
H -1.949 -0.976 1.184 0.1 -0.1 0.1
N -1.832 -0.454 -1.983 0.7 0.3 0.4
H 5.524 -2.696 -0.208 0.0 0.0 0.0
O -1.267 2.110 -3.055 0.1 0.2 -0.1
N 0.017 -1.384 0.727 -0.6 0.2 -0.3
C 2.756 -2.116 -2.060 -0.1 0.0 0.0
O 1.015 0.201 -2.835 -0.2 0.1 0.4
H 2.405 -2.060 -3.083 0.0 0.1 0.0
F 3.486 0.736 -0.729 0.2 -0.1 0.0
F -1.908 5.009 -2.478 -0.2 0.1 0.0
C 0.505 -1.502 3.445 0.1 0.0 0.0
H -1.431 1.332 -0.070 -0.1 0.0 0.0
C -2.805 -0.049 -0.980 0.0 0.0 0.0
C -4.069 -0.610 -0.965 0.1 -0.2 0.0
C -3.323 1.271 0.952 -0.2 -0.1 0.0
S -5.720 1.181 2.306 -0.4 0.2 0.2
H -4.347 -1.352 -1.712 0.0 0.1 0.0
O 4.406 -2.642 4.541 -0.1 0.2 -0.1
C 3.174 1.421 -1.830 -0.2 -0.1 -0.1
N 3.416 -1.991 4.286 -0.2 -0.2 0.1
Cu 0.018 -0.817 -1.259 0.3 -1.0 0.1
S 1.328 1.393 -2.006 0.1 0.5 -0.1
C -2.427 0.899 -0.032 0.1 0.2 -0.3
F -0.864 3.967 -0.883 0.0 0.1 0.1
O -0.176 3.755 -4.560 0.1 0.0 0.1
C 1.265 -1.650 1.179 -0.1 0.0 -0.1
C -0.755 -1.259 2.968 0.0 0.0 0.1
F 3.630 2.645 -1.726 0.1 0.1 0.1
C -0.968 -1.191 1.589 0.1 -0.2 -0.1
O -6.154 2.499 1.880 0.1 -0.1 0.0
C 2.262 -1.914 0.179 -0.2 0.0 -0.1
S -0.299 3.162 -3.275 -0.3 -0.2 -0.2
O -4.879 1.180 3.492 0.2 -0.1 -0.1
H 4.781 -2.608 -2.585 0.0 0.0 0.0
C -4.966 -0.240 0.029 0.1 0.1 0.2
H -2.199 -1.178 -2.589 -0.1 -0.1 0.0
C -4.587 0.684 0.996 0.0 0.0 -0.1
O 0.798 1.210 -0.657 0.2 0.0 -0.3
H -1.591 0.351 -2.573 -0.2 0.0 -0.1
C 3.894 -2.221 1.946 0.2 0.0 -0.1
N 1.867 -1.874 -1.112 -0.2 0.4 0.0
O -6.754 0.162 2.293 0.1 -0.1 -0.1
C 4.090 -2.423 -1.775 0.0 -0.1 0.0
C 2.954 -1.977 2.874 -0.1 0.0 0.1
F 0.187 5.429 -2.097 -0.1 0.1 0.1
H -5.959 -0.672 0.081 0.1 0.0 0.0
H -1.586 -1.105 3.643 0.0 0.0 -0.1
O 2.761 -1.363 5.095 0.2 0.0 -0.2
C 4.497 -2.466 -0.467 0.1 0.0 0.1
F 3.711 0.819 -2.885 0.2 0.0 0.0
H -3.053 1.997 1.710 0.0 0.0 0.0
```
Positions in Å, forces in eV/Å.



DFT (ωB97M-V with the def2-TZVPD basis set) results for 2 unconnected molecules or ions with the total composition C4H8O3 at a distorted geometry.

Output
HOMO level, eV: -10.37
Energy relative to the best compared isomer or geometry (same formula, charge and spin), eV: 2.9453
Structure (SMILES): C1OC[C@H]2O[C@@H]12.O
HOMO-LUMO gap, eV: 11.2

Structure (XYZ):
```
15
Properties=species:S:1:pos:R:3:forces:R:3
H 0.130 -2.273 0.408 0.0 0.3 -0.2
H 2.961 1.662 0.191 -0.3 -0.1 0.2
H 0.002 1.462 1.158 0.5 1.3 0.0
C -1.496 0.113 0.551 -1.0 1.1 1.0
H -2.082 -1.621 -0.780 0.5 0.7 0.4
C 0.127 -1.403 -0.274 0.1 1.2 0.8
O -1.496 0.505 -0.791 1.0 -1.4 -1.2
H -0.001 0.016 2.199 -0.7 0.4 -0.3
O 2.728 1.234 -0.634 -0.5 -0.2 -0.8
O 0.773 -0.256 0.335 -0.6 -0.4 0.1
H 1.828 0.820 -0.563 1.3 0.5 0.5
H 0.731 -1.637 -1.135 -0.2 0.0 -0.5
H -2.444 0.385 0.966 -0.3 -0.4 1.0
C -0.188 0.427 1.183 1.0 -2.1 0.5
C -1.304 -0.918 -0.414 -0.7 -0.9 -1.5
```
Positions in Å, forces in eV/Å.



DFT (ωB97M-V with the def2-TZVPD basis set) results for 2 unconnected molecules or ions with the total composition C5H8N2O2S at a distorted geometry.

Output
HOMO level, eV: -6.91
Energy relative to the best compared isomer or geometry (same formula, charge and spin), eV: 4.1354
HOMO-LUMO gap, eV: 7.5

Structure (XYZ):
```
18
Properties=species:S:1:pos:R:3:forces:R:3
H -0.071 1.333 2.256 -2.3 2.4 1.6
N -0.726 -0.369 0.228 0.1 -0.3 -2.0
C -1.792 0.451 -0.320 0.2 0.2 -1.1
O 2.976 -0.490 0.764 2.0 -0.3 2.6
H -2.783 0.092 -0.270 -0.8 -0.4 0.0
H 1.559 0.911 2.191 -0.9 -0.2 -0.2
N 0.603 0.823 1.833 2.6 -2.5 -1.3
H -0.165 -2.440 -0.041 -0.1 0.4 0.1
C -0.449 -1.578 -0.658 2.9 0.7 1.7
H -0.980 -0.808 1.051 -0.7 -0.4 2.6
C -1.319 1.476 -1.032 -0.8 1.6 0.8
C 0.504 0.433 0.494 1.2 1.2 -0.6
H -1.228 -1.825 -1.259 -2.5 -0.5 -1.7
S 0.278 1.945 -0.696 0.6 -1.2 0.3
O 2.420 -0.478 -1.461 0.5 -0.1 -1.0
H 0.427 -1.295 -1.221 -0.1 -0.1 -0.4
C 2.651 -0.437 -0.326 -1.6 0.2 -1.4
H -1.902 2.254 -1.531 -0.3 -0.8 -0.1
```
Positions in Å, forces in eV/Å.



DFT (ωB97M-V with the def2-TZVPD basis set) results for a molecular structure, C6H9N at a distorted geometry.

Output
HOMO level, eV: -7.48
Energy relative to the best compared isomer or geometry (same formula, charge and spin), eV: 3.2749
HOMO-LUMO gap, eV: 8.5

Structure (XYZ):
```
16
Properties=species:S:1:pos:R:3:forces:R:3
H -3.455 -0.005 -0.178 0.2 0.0 0.0
H -2.623 -1.402 0.530 0.2 0.5 -0.2
C -1.250 0.189 -0.079 0.6 0.7 -0.2
H -2.556 -1.138 -1.209 0.1 0.3 0.2
H 0.033 -1.317 -0.984 0.0 -0.6 0.3
C -0.017 -0.463 -0.336 0.2 -0.3 -0.1
H -1.061 2.318 0.872 -1.3 0.6 0.5
H 2.621 -0.810 -0.977 0.3 -0.1 0.0
C 2.451 -0.492 0.050 -0.3 0.3 0.0
H 1.744 1.907 0.875 -1.8 0.3 -0.4
C -2.553 -0.617 -0.241 0.3 0.5 0.0
H 2.384 -1.386 0.676 0.0 0.2 -0.1
H 3.301 0.104 0.386 -0.1 0.1 -0.1
C 1.115 0.229 0.060 -0.1 -0.8 -0.5
N 0.897 1.484 0.423 -1.3 -1.0 -0.2
C -0.997 1.498 0.218 3.1 -0.5 0.8
```
Positions in Å, forces in eV/Å.



DFT (ωB97M-V with the def2-TZVPD basis set) results for 2 unconnected molecules or ions with the total composition C4H12NOS at a distorted geometry.

Output
HOMO level, eV: -2.26
Energy relative to the best compared isomer or geometry (same formula, charge and spin), eV: 2.3805
Total charge: -1
HOMO-LUMO gap, eV: 5.4

Structure (XYZ):
```
19
Properties=species:S:1:pos:R:3:forces:R:3
H 1.169 1.049 0.914 -0.7 -1.6 -0.9
H 1.635 -1.542 3.063 1.2 -0.1 -0.5
H 2.616 -0.494 -0.500 2.0 0.2 0.1
N 0.973 0.126 0.436 2.1 0.4 -0.1
H -0.540 0.762 -1.535 -0.8 0.3 0.7
O 2.554 -1.690 2.729 -0.6 0.7 5.1
S -3.653 1.553 -1.870 0.6 -0.1 -0.1
C -2.613 0.343 -0.897 1.9 3.6 -1.3
H 2.437 -1.842 1.858 -0.6 -0.5 -4.6
H 1.486 -0.509 -1.554 -2.8 -2.7 -3.9
H -1.157 1.795 -0.197 0.2 0.0 0.1
H -0.849 0.045 1.369 0.3 -1.3 -0.9
H -0.616 -1.166 -0.080 0.2 -0.7 0.6
C -0.421 -0.192 0.345 -1.1 2.5 0.8
H -2.513 -0.505 -1.467 -0.3 -2.5 -0.9
C 1.805 0.086 -0.851 0.1 1.7 6.0
C -1.133 0.769 -0.570 -1.2 0.1 -2.0
H 1.991 1.079 -1.150 0.6 0.9 -0.8
H -3.172 0.334 -0.043 -1.1 -1.1 2.5
```
Positions in Å, forces in eV/Å.



DFT (ωB97M-V with the def2-TZVPD basis set) results for a molecular structure, C3H5KLiO3 at a distorted geometry.

Output
HOMO level (spin up / spin down), eV: -16.54 / -19.73
2S+1: 2
Energy relative to the best compared isomer or geometry (same formula, charge and spin), eV: 0.0999
Total charge: +2
HOMO-LUMO gap (spin up / spin down), eV: 9.1 / 11.8

Structure (XYZ):
```
13
Properties=species:S:1:pos:R:3:forces:R:3
C 0.206 2.014 0.371 -1.8 1.0 1.2
O 0.712 -0.185 0.868 2.2 1.2 -2.5
H 0.108 1.154 2.355 -0.4 -0.1 0.0
C -1.190 -2.408 -3.183 -0.8 -1.2 -2.0
O -1.415 -2.820 -4.236 0.4 0.7 1.2
H -0.509 2.845 0.301 0.4 -0.4 -0.4
O -1.007 -2.047 -2.088 0.4 0.6 1.1
C -0.161 0.903 1.323 0.9 0.8 -1.3
H -1.194 0.572 1.184 -0.1 0.3 0.5
K 2.407 -1.398 3.018 0.2 0.0 0.2
H 1.244 2.287 0.218 0.2 -0.1 0.0
H 1.309 0.429 0.182 -1.7 -2.8 2.2
Li -0.508 -1.346 -0.312 0.1 0.0 -0.3
```
Positions in Å, forces in eV/Å.



Question: Which of these has the highest energy relative to the best compared isomer or geometry (same formula, charge and spin)?
Answer: C6H35NO11